5
Properties=species:S:1:pos:R:3:forces:R:3:nbo_charge:R:1 method="wB97M-V/def2-TZVPD" max_force_ev_per_a=4.38 e_tot_ha=-5565.2236 homo_ev="-9.204 / -9.204" spin_multiplicity=1 e_above_lowest_kj_mol=166.0
O -0.594123 0.562304 -0.190883 3.86 1.10 -1.76 -1.0196
P -1.841025 -0.284702 -0.421121 -0.98 -2.68 -1.73 1.2270
Br -0.531900 -2.594045 -1.996594 -0.70 1.38 1.27 -0.5723
Br -2.421083 0.361035 -2.417997 -0.45 0.22 -0.09 -0.1905
H 0.056361 0.632612 -1.013176 -1.73 -0.02 2.31 0.5554

=====

14
Properties=species:S:1:pos:R:3:forces:R:3:nbo_charge:R:1 method="wB97M-V/def2-TZVPD" max_force_ev_per_a=5.11 e_tot_ha=-337.1060 homo_ev=-13.724 spin_multiplicity=1 e_above_lowest_kj_mol=520.6 total_charge=+1
H 1.124170 1.278223 2.463885 -1.03 0.89 -1.48 0.4018
N 0.641920 1.315561 1.501712 3.67 -2.34 0.24 -0.2992
N -0.467361 1.742994 1.507425 -0.53 0.58 3.51 0.1387
N -1.419933 1.582669 0.736446 -3.47 0.01 -2.63 -0.1801
C -1.937069 0.412842 0.410057 2.04 1.78 -0.30 0.1523
N -1.031063 -0.636163 0.472389 -1.78 -4.14 2.40 -0.5398
C 0.243978 -0.562292 0.158816 1.65 0.55 0.75 0.2626
C 0.809807 0.115671 -1.054503 -1.98 1.00 0.93 -0.6928
H -2.959648 0.387196 0.068914 0.08 -0.48 -0.10 0.2539
H -1.344931 -1.581832 0.977408 0.81 2.67 -1.16 0.4475
H 1.006799 -1.235797 0.674730 -1.76 0.39 -0.63 0.2534
H 0.581978 1.251644 -1.061975 1.42 -1.89 -0.04 0.2796
H 0.150657 -0.243088 -1.850200 0.45 -0.30 -0.40 0.2589
H 1.784765 -0.368311 -1.022769 0.42 1.29 -1.09 0.2632

=====

61
Properties=species:S:1:pos:R:3:forces:R:3:nbo_charge:R:1 method="wB97M-V/def2-TZVPD" max_force_ev_per_a=0.60 e_tot_ha=-2205.9858 homo_ev=-9.729 spin_multiplicity=1 smiles="CCCCCCCC[C@H]1CC(=O)N[C@H]1CCC(F)(F)C(F)(F)C(F)(F)C(F)(F)C(F)(F)C(F)(F)F"
C 5.423915 0.458322 3.317482 0.03 0.05 -0.06 -0.6067
C 4.471779 1.369714 2.528215 -0.02 -0.02 0.00 -0.3943
C 3.686340 0.627848 1.432037 0.12 0.03 -0.01 -0.3988
C 3.322126 1.530941 0.252344 -0.12 0.13 0.11 -0.3922
C 2.385120 0.913710 -0.804854 0.05 0.07 0.08 -0.3831
C 2.626401 -0.566774 -1.170073 0.04 -0.10 -0.22 -0.4153
C 1.505647 -1.541023 -0.745292 -0.10 -0.02 0.16 -0.4012
C 1.116827 -2.589146 -1.805569 0.16 -0.09 0.05 -0.3896
C -0.335736 -3.072456 -1.807369 -0.12 -0.02 0.08 -0.2147
C -0.877121 -3.487138 -0.425921 0.17 -0.26 0.05 -0.5231
C -2.304373 -3.000768 -0.369833 -0.28 0.15 -0.05 0.6847
O -3.068861 -3.053377 0.570825 0.17 -0.06 -0.20 -0.6049
N -2.608446 -2.480094 -1.605135 0.18 0.34 0.14 -0.6284
C -1.443246 -2.144337 -2.425965 -0.13 -0.25 0.04 -0.0238
C -1.186602 -0.627202 -2.567803 0.09 0.13 0.00 -0.4191
C -1.629825 0.265803 -1.396368 0.01 -0.19 -0.07 -0.4879
C -1.627959 1.729227 -1.811113 0.01 0.01 -0.02 0.6581
F -0.570918 1.985067 -2.629400 -0.06 0.02 0.03 -0.3249
F -2.744833 1.972285 -2.550399 0.07 -0.06 0.00 -0.3263
C -1.569472 2.855061 -0.690362 -0.07 -0.08 0.10 0.5803
F -0.332392 3.387861 -0.702400 0.04 -0.02 0.01 -0.2988
F -2.450583 3.827444 -0.991874 0.06 0.12 -0.12 -0.3023
C -1.827959 2.515590 0.811300 -0.24 -0.08 -0.18 0.5913
F -0.937153 1.593395 1.215031 0.22 -0.09 0.10 -0.3084
F -1.584708 3.642518 1.491593 0.05 0.04 0.13 -0.2884
C -3.300881 2.060089 1.143388 0.17 -0.16 0.00 0.5839
F -3.934280 1.779722 -0.018276 -0.10 -0.07 -0.05 -0.3130
F -3.928685 3.072678 1.740825 -0.14 0.19 -0.01 -0.2842
C -3.413235 0.810489 2.061401 -0.12 0.16 -0.20 0.5552
F -2.913141 1.137135 3.260520 0.08 0.02 0.14 -0.2939
F -2.704889 -0.198177 1.534635 0.04 -0.15 0.04 -0.2938
C -4.875428 0.288246 2.246370 0.15 0.35 -0.21 0.9271
F -5.739373 1.287634 2.392404 -0.10 0.31 0.17 -0.3046
F -4.928350 -0.476590 3.315062 0.05 -0.36 0.48 -0.2894
F -5.242693 -0.412072 1.191017 -0.04 -0.32 -0.46 -0.2938
H 5.622781 0.847257 4.320963 -0.01 -0.03 -0.14 0.2099
H 5.008028 -0.549125 3.423479 0.00 0.12 0.05 0.2014
H 6.389490 0.363946 2.807498 -0.17 -0.06 0.03 0.2035
H 3.772235 1.848111 3.224216 0.05 0.00 -0.18 0.1986
H 5.046099 2.176348 2.053511 -0.06 -0.07 0.16 0.1954
H 2.768451 0.201602 1.859341 0.14 -0.07 -0.04 0.1967
H 4.303726 -0.209307 1.082375 -0.13 0.05 0.03 0.1902
H 4.244106 1.900857 -0.217042 -0.08 -0.16 0.05 0.1946
H 2.818805 2.420486 0.657799 0.12 -0.05 -0.12 0.2036
H 1.355635 1.039474 -0.450233 0.04 -0.08 -0.04 0.1863
H 2.460720 1.515634 -1.717043 -0.08 0.01 0.16 0.2129
H 2.759331 -0.643877 -2.257042 -0.03 0.02 0.16 0.2002
H 3.569839 -0.904840 -0.733732 -0.03 0.02 -0.14 0.2079
H 0.620337 -0.967464 -0.448128 0.14 -0.06 -0.09 0.1846
H 1.819483 -2.073909 0.161234 -0.12 0.15 -0.06 0.2092
H 1.725382 -3.487626 -1.636831 0.02 0.16 -0.14 0.2125
H 1.384346 -2.236399 -2.809453 -0.08 0.03 0.09 0.2028
H -0.340353 -3.966068 -2.442437 -0.08 0.12 0.11 0.2146
H -0.893802 -4.576628 -0.323636 0.04 0.13 0.12 0.2433
H -0.326441 -3.092832 0.433847 -0.06 0.04 -0.18 0.2365
H -3.461284 -1.940850 -1.668678 0.00 -0.16 -0.09 0.4000
H -1.623980 -2.511557 -3.442679 0.07 0.11 0.10 0.1984
H -0.118468 -0.472729 -2.753974 -0.14 0.01 -0.03 0.2263
H -1.704792 -0.285433 -3.470962 0.05 -0.03 0.12 0.2219
H -0.994786 0.104256 -0.524411 -0.13 0.08 -0.07 0.2357
H -2.661900 0.039054 -1.114428 0.21 0.01 0.10 0.2372

=====

40
Properties=species:S:1:pos:R:3:forces:R:3:nbo_charge:R:1 method="wB97M-V/def2-TZVPD" max_force_ev_per_a=0.84 e_tot_ha=-5638.1757 homo_ev=-10.742 spin_multiplicity=1 e_above_lowest_kj_mol=31.8 total_charge=+1
Zn -0.388725 0.452726 0.894757 0.23 0.53 0.37 1.6097
O 1.499242 0.332422 0.486782 0.15 -0.04 -0.32 -0.7625
N 2.308929 0.114770 1.525204 0.07 -0.04 0.34 0.0092
C 3.628812 0.043890 1.247729 0.13 -0.02 -0.14 0.0346
C 4.554970 -0.177613 2.226025 0.03 0.00 0.06 -0.2538
C 4.117733 -0.338532 3.542555 -0.17 -0.01 -0.03 -0.1457
C 2.773736 -0.259362 3.811745 0.16 0.01 -0.03 -0.2304
C 1.837401 -0.020665 2.794675 -0.11 0.01 -0.11 0.0462
S 0.155876 0.093406 3.140217 -0.18 0.06 -0.05 -0.4006
H 3.872940 0.166260 0.203813 -0.06 0.02 0.00 0.2398
H 5.602581 -0.222253 1.969064 -0.02 -0.01 -0.05 0.2430
H 4.823275 -0.528548 4.339179 0.01 0.02 0.00 0.2368
H 2.391045 -0.370631 4.815437 0.00 -0.01 0.00 0.2438
N -1.875384 4.416117 1.343150 -0.06 0.08 0.01 -0.5031
C -1.986705 3.075824 1.402041 0.01 -0.09 -0.03 0.2502
N -1.000541 2.463600 0.793818 0.17 0.04 0.06 -0.6579
C -0.165596 3.471110 0.310382 -0.17 0.36 -0.03 0.1536
C 1.023705 3.399712 -0.414413 -0.07 -0.01 -0.03 -0.2385
C 1.628052 4.592650 -0.752907 0.05 -0.11 -0.01 -0.1940
C 1.077635 5.830172 -0.388219 -0.02 0.06 0.03 -0.1912
C -0.104352 5.917071 0.316492 -0.07 0.05 0.00 -0.2242
C -0.717597 4.714635 0.649230 0.28 -0.28 -0.03 0.0798
H -2.513408 5.079553 1.746771 -0.05 -0.02 0.04 0.4358
H -2.807438 2.584295 1.901224 0.03 0.01 0.03 0.2174
H 1.441519 2.443018 -0.694294 0.07 0.00 0.03 0.2444
H 2.554903 4.575832 -1.310508 -0.01 0.01 0.00 0.2259
H 1.596595 6.737792 -0.665286 -0.02 0.00 -0.01 0.2298
H -0.530970 6.871277 0.595322 0.02 0.00 -0.01 0.2311
Se -2.463944 -2.998673 1.615996 0.21 -0.30 0.21 1.1345
N -3.913220 -2.659805 0.708583 -0.57 0.10 -0.21 -0.5834
C -3.673316 -1.603556 -0.054728 0.49 -0.03 0.13 0.0520
C -4.562912 -0.926613 -0.923127 -0.11 0.25 -0.21 -0.1030
C -4.084930 0.172047 -1.580343 -0.33 -0.30 0.02 -0.2649
C -2.755404 0.624362 -1.380695 0.43 0.00 0.09 0.1292
N -1.897451 0.031431 -0.586670 -0.11 0.09 -0.06 -0.5569
C -2.340743 -1.075754 0.057910 -0.52 -0.66 0.08 0.2482
N -1.534789 -1.693333 0.899847 0.09 0.15 -0.14 -0.7060
H -5.583717 -1.266984 -1.034609 0.02 -0.01 -0.04 0.2515
H -4.723697 0.721844 -2.256605 0.03 0.03 -0.01 0.2470
H -2.398710 1.506306 -1.899742 -0.04 0.05 0.05 0.2222